108
Properties=species:S:1:pos:R:3 method="wB97M-V/def2-TZVPD" gap_ev=7.39 homo_energy_ev=-8.07
C 10.451 2.785 -1.022
C 9.788 1.752 -2.128
C 9.378 0.294 -1.418
C 8.119 -0.285 -2.317
C 6.739 0.204 -1.538
C 5.732 -1.130 -1.565
C 4.334 -0.653 -0.855
C 3.099 -1.619 -1.436
C 1.831 -1.374 -0.426
C 0.842 -2.665 -0.221
C -0.749 -2.362 -0.568
C -1.609 -3.316 -1.639
C -3.204 -2.996 -2.022
C -3.932 -4.005 -3.116
P -4.113 -2.941 -4.737
O -5.608 -2.934 -5.285
O -3.083 -3.567 -6.042
O -3.638 -1.277 -4.521
C -4.050 -1.719 -1.358
B -5.631 -1.384 -1.674
O -6.547 -2.552 -1.924
O -6.258 -0.047 -1.697
C -7.732 -0.204 -1.493
C -8.490 1.259 -1.239
C -3.182 -0.753 -0.313
C -1.589 -1.091 0.070
S -0.807 0.156 1.289
C -1.517 1.815 0.660
C -0.601 3.175 0.593
C -1.213 4.595 0.000
C -2.791 4.530 -0.524
P -3.662 6.078 -1.300
P -3.660 7.772 0.076
O -3.979 9.112 -0.749
O -2.103 7.859 0.853
O -5.008 7.548 1.175
C -3.721 3.162 -0.433
S -5.491 3.176 -1.044
C -3.112 1.724 0.166
N -3.933 0.438 0.257
S -4.393 0.155 1.936
H 11.239 3.435 -1.615
H 10.994 2.163 -0.182
H 9.606 3.426 -0.504
H 8.758 2.193 -2.531
H 10.496 1.475 -3.017
H 10.264 -0.491 -1.468
H 9.116 0.483 -0.290
H 8.065 0.179 -3.393
H 8.096 -1.455 -2.358
H 6.938 0.461 -0.391
H 6.191 1.097 -2.081
H 5.464 -1.428 -2.682
H 6.178 -2.016 -0.937
H 4.404 -0.746 0.331
H 4.068 0.492 -1.050
H 2.798 -1.117 -2.475
H 3.419 -2.737 -1.573
H 2.258 -1.106 0.656
H 1.183 -0.455 -0.774
H 0.919 -3.156 0.844
H 1.180 -3.510 -0.989
H -1.088 -4.242 -2.167
H -3.255 -4.944 -3.400
H -4.952 -4.448 -2.747
H -3.443 -3.169 -6.912
H -4.285 -0.633 -4.934
H -6.834 -2.461 -2.899
H -7.974 -0.843 -0.516
H -8.266 -0.659 -2.450
H -8.031 2.101 -1.910
H -9.612 1.103 -1.607
H -8.539 1.519 -0.095
H 0.533 3.218 0.946
H -0.582 5.601 -0.100
H -2.847 6.384 -2.476
H -1.487 8.318 0.180
H -5.668 6.997 0.633
H -5.367 3.122 -2.469
H -5.708 0.616 2.132
O 1.696 -4.747 1.358
C 1.409 -5.925 1.571
O 0.263 -6.243 2.212
C -0.254 -7.581 2.345
C 0.366 -8.284 3.536
C 2.367 -7.021 1.208
H -0.135 -8.143 1.414
H -1.332 -7.481 2.510
H 1.448 -8.393 3.422
H -0.070 -9.279 3.667
H 0.203 -7.704 4.450
H 3.112 -7.125 2.002
H 2.869 -6.748 0.275
H 1.889 -7.982 1.026
O 1.802 3.599 3.409
C 0.859 3.719 4.191
O 0.050 4.799 4.124
C -1.179 4.945 4.860
C -0.915 5.486 6.252
C 0.648 2.720 5.290
H -1.745 4.009 4.871
H -1.788 5.668 4.306
H -0.297 4.802 6.839
H -1.855 5.648 6.787
H -0.372 6.435 6.197
H 1.297 2.970 6.133
H 0.912 1.728 4.911
H -0.384 2.650 5.629


22
Properties=species:S:1:pos:R:3 method="wB97M-V/def2-TZVPD" gap_ev=10.05 charge=-1 homo_energy_ev=-6.76
Cl 0.152 0.310 -0.618
O 1.932 2.729 -0.119
H 2.394 2.760 0.715
H 1.204 2.181 -0.013
O -1.385 -2.704 0.604
H -1.474 -2.084 -0.129
H -0.463 -2.746 0.882
O -2.719 0.081 1.505
H -2.850 0.440 2.351
H -1.869 0.279 1.165
O 0.218 -1.504 -3.030
H 1.060 -1.568 -3.436
H 0.318 -0.989 -2.207
O 2.808 -0.213 0.972
H 1.939 -0.145 0.585
H 2.679 0.089 1.865
O 0.385 0.245 2.570
H 0.257 0.348 1.635
H -0.157 -0.488 2.908
O -1.877 1.033 -2.779
H -1.148 1.199 -3.395
H -1.397 0.758 -2.037


9
Properties=species:S:1:pos:R:3 method="wB97M-V/def2-TZVPD" gap_ev=11.35 homo_energy_ev=-10.46
C 1.589 0.562 -0.350
N 2.255 -0.483 -0.353
F 3.426 -0.339 0.360
P -2.136 -0.554 -0.181
H 2.093 1.469 0.193
H -1.656 -0.276 1.066
H 0.632 0.454 -0.957
H -3.207 -1.356 0.461
H -2.996 0.524 -0.238


16
Properties=species:S:1:pos:R:3 method="wB97M-V/def2-TZVPD" gap_ev=7.00 charge=-1 homo_energy_ev=-4.12
C -0.670 0.115 0.459
O -1.939 0.689 0.466
C 0.272 0.950 -0.398
C 1.679 0.714 -0.397
C 2.211 -0.578 0.222
O 1.566 -1.652 -0.219
H -0.213 0.062 1.460
H -0.846 -0.852 -0.021
H 0.816 0.108 -1.125
H -0.166 1.920 -0.621
H 3.322 -0.593 0.035
H 2.436 1.191 -1.013
H 2.167 -0.443 1.348
H -2.755 -0.085 0.343
H -4.059 -0.737 -0.730
O -3.823 -0.808 0.190